Entry 1:
Formula: C32H58N9O2PTl
Source: OMol25
Level of theory: ωB97M-V/def2-TZVPD

Computed properties:
- E_HOMO: -0.3243 hartree
- Orbital gap: 6.1 eV
- Spin multiplicity: 1
- Net charge: +1

Last column: Mulliken charge in e.
Element x y z (Å)
1 Tl 10.0386 12.9777 9.9752  1.018
2 C 7.1247 9.8612 8.2275  -1.217
3 N 8.1293 10.7221 7.6479  0.255
4 C 7.7100 12.0879 7.2879  -1.175
5 C 9.4307 10.3826 7.7446  0.494
6 N 10.3295 11.3654 7.7568  -0.192
7 C 11.6294 11.3335 7.2470  -0.371
8 C 11.9751 10.4369 6.1930  -0.822
9 C 13.3036 10.0470 5.9757  -0.541
10 C 14.3412 10.6603 6.6702  -1.031
11 C 14.0816 11.5720 7.6978  -0.029
12 C 12.7407 11.9710 7.9867  0.345
13 N 12.4483 12.9217 8.9214  0.238
14 C 13.4085 13.8601 9.2110  -0.345
15 N 13.7698 14.8281 8.3098  0.405
16 C 15.0597 15.4600 8.3395  -1.382
17 C 13.0475 14.8795 7.0663  -0.880
18 N 13.6592 14.0850 10.4980  0.315
19 C 13.5769 12.9755 11.4367  -0.621
20 C 13.8222 15.4319 11.0172  -1.001
21 N 9.7823 9.0612 7.8400  0.309
22 C 11.0058 8.7410 8.6284  -0.993
23 C 9.1349 7.8708 7.2364  -1.235
24 H 6.8028 9.0177 7.5643  0.257
25 H 6.2191 10.4314 8.3426  0.457
26 H 7.5018 9.4817 9.1817  0.408
27 H 8.5286 12.6367 6.7987  0.326
28 H 7.2032 12.5937 8.1280  0.369
29 H 6.9251 12.0008 6.5183  0.441
30 H 11.2483 9.9488 5.5628  0.449
31 H 13.4227 9.2432 5.2771  0.436
32 H 15.3595 10.2523 6.4128  0.268
33 H 14.8746 12.0330 8.3015  0.421
34 H 15.6916 15.3313 9.2555  0.454
35 H 14.8360 16.5002 8.2265  0.468
36 H 15.6770 15.1151 7.4743  0.284
37 H 12.0613 14.3684 7.1083  0.143
38 H 13.6166 14.5363 6.1811  0.284
39 H 12.8376 15.9595 6.9019  0.392
40 H 13.2536 12.0949 10.8444  0.133
41 H 12.8552 13.1523 12.2876  0.161
42 H 14.5415 12.7858 11.9028  0.338
43 H 12.8916 15.9334 11.1410  0.278
44 H 14.4709 16.0588 10.3921  0.409
45 H 14.1856 15.3183 12.0622  0.279
46 H 11.3290 9.6261 9.2116  0.158
47 H 11.7387 8.3645 7.9330  0.367
48 H 10.6862 7.9607 9.3743  0.435
49 H 8.5725 8.2037 6.3567  0.397
50 H 8.4213 7.4351 7.9305  0.359
51 H 9.8690 7.1209 6.9345  0.360
52 C 8.4679 12.7639 15.0754  -0.930
53 N 9.6504 12.6648 15.9250  0.571
54 C 9.3894 12.3390 17.2878  -1.130
55 P 11.1124 13.0967 15.2753  0.094
56 O 10.9505 13.3199 13.8225  -0.807
57 N 12.1557 11.8272 15.7091  0.311
58 C 11.5780 10.4516 15.6350  -0.882
59 C 13.5808 11.9681 15.5241  -0.727
60 N 12.0284 14.4068 15.8834  0.460
61 C 12.5239 14.4888 17.2420  -1.260
62 C 12.2324 15.6198 15.1225  -0.943
63 H 7.7780 13.5823 15.3873  0.301
64 H 7.8384 11.8464 15.0096  0.276
65 H 8.7613 13.0818 14.0435  0.144
66 H 8.7419 13.0969 17.6864  0.378
67 H 10.3309 12.2818 17.8761  0.323
68 H 8.8603 11.4289 17.4038  0.373
69 H 10.7561 10.4675 14.9037  0.303
70 H 11.0638 10.0965 16.5738  0.223
71 H 12.3869 9.7107 15.3673  0.357
72 H 13.9283 12.4105 14.5665  0.077
73 H 14.0372 10.9257 15.6034  0.416
74 H 14.0571 12.6603 16.2924  0.219
75 H 12.6676 13.4796 17.7316  0.396
76 H 11.8499 15.0877 17.8794  0.268
77 H 13.5175 14.9513 17.1836  0.392
78 H 11.6815 15.5170 14.1995  0.206
79 H 13.3113 15.8630 14.9679  0.272
80 H 11.7713 16.4894 15.7105  0.300
81 C 6.3920 21.0960 8.6010  -1.328
82 C 7.1016 19.7443 8.8996  0.499
83 C 8.2226 19.2444 8.2049  -1.084
84 C 8.6398 17.8941 8.2827  0.781
85 C 9.5242 17.5001 7.1514  -1.354
86 C 8.0499 17.1000 9.3069  0.150
87 C 8.4721 15.7781 9.6039  -0.115
88 O 9.4463 15.2049 9.0360  -0.558
89 C 6.9656 17.6078 10.0795  1.205
90 C 6.2052 16.7853 11.1308  -1.651
91 C 6.5170 18.9256 9.8867  -0.844
92 H 6.4775 21.7843 9.5259  0.287
93 H 5.3175 20.8499 8.4266  0.351
94 H 6.6210 21.6087 7.6742  0.376
95 H 8.7472 19.9032 7.4733  0.370
96 H 9.0844 17.7235 6.1704  0.418
97 H 9.9391 16.5367 7.3559  0.043
98 H 10.4104 18.1588 7.0882  0.452
99 H 7.9721 15.3417 10.4523  0.544
100 H 6.7801 16.5984 12.0711  0.301
101 H 5.9132 15.8307 10.6828  0.410
102 H 5.3038 17.4201 11.3488  0.342
103 H 5.6320 19.2901 10.3618  0.346

Entry 2:
Formula: C32H59N4O10P2PtS
Source: OMol25
Level of theory: ωB97M-V/def2-TZVPD

Computed properties:
- E_HOMO (spin up / spin down): -0.3063 / -0.4340 hartree
- Orbital gap (spin up / spin down): 6.1 / 7.0 eV
- Expectation value of S²: 6.06
- Energy above the lowest of the compared OMol25 structures with the same formula, charge and spin: 136.8 kJ/mol
- Spin multiplicity: 5
- Net charge: +1

Last column: Mulliken charge in e.
Element x y z (Å)
1 Pt -0.4252 -0.6733 0.0563  2.179
2 C -0.2392 -5.0618 -0.8841  -1.253
3 C -0.5036 -3.6103 -1.1251  0.550
4 O -0.9548 -2.8996 -0.2157  -0.675
5 N -0.2374 -3.1160 -2.3520  0.290
6 C -0.2786 -1.7030 -2.6956  -2.005
7 C -1.6741 -1.0866 -2.5903  2.406
8 C -2.4341 -1.1408 -3.7590  -1.256
9 C -3.7482 -0.5587 -4.1211  -1.845
10 C -4.4910 -0.0029 -1.8192  -2.472
11 C -3.2592 -0.1283 -0.9216  -0.364
12 N -1.9540 -0.5345 -1.4223  -0.032
13 H 0.4536 -5.1128 -0.0423  0.240
14 H 0.1936 -5.5620 -1.7487  0.350
15 H -1.1707 -5.5537 -0.6065  0.362
16 H 0.1925 -3.7394 -3.0141  0.376
17 H 0.0868 -1.6123 -3.7159  0.889
18 H 0.4278 -1.1400 -2.0684  -0.339
19 H -1.9655 -1.7030 -4.5599  0.543
20 H -3.6954 -0.2396 -5.1646  0.618
21 H -5.1666 0.6343 -1.2473  0.509
22 H -3.4925 -0.8792 -0.1623  0.942
23 C -2.5179 0.8570 4.7858  -1.698
24 C -2.9996 1.0084 3.3559  1.698
25 C -3.7714 2.2952 3.1516  -1.568
26 C -3.7873 -0.2040 2.8886  -1.235
27 O -1.8386 1.1987 2.4442  0.300
28 H -3.3812 0.8529 5.4523  0.539
29 H -1.8587 1.6794 5.0560  0.332
30 H -1.9784 -0.0810 4.9292  0.343
31 H -4.6669 2.2855 3.7739  0.457
32 H -4.0601 2.4153 2.1075  0.141
33 H -3.1588 3.1503 3.4381  0.370
34 H -4.6714 -0.3292 3.5151  0.561
35 H -3.1975 -1.1205 2.9692  0.387
36 H -4.1136 -0.0621 1.8583  -0.033
37 S -0.7265 0.0376 2.3833  -0.449
38 C 0.7107 1.0303 2.8047  0.218
39 N 1.8219 1.0159 1.9733  1.872
40 C 2.8703 1.8812 2.3114  -0.557
41 C 2.7373 2.7099 3.3706  -0.638
42 C 1.5697 2.6414 4.1642  -0.994
43 N 0.5733 1.7754 3.8373  -0.429
44 H 2.0596 0.1189 1.5648  -0.985
45 H 3.7330 1.8484 1.6631  0.449
46 H 3.5286 3.4060 3.6103  0.505
47 H 1.4212 3.2520 5.0408  0.467
48 C 4.6934 -3.4780 2.8657  -1.698
49 C 3.8942 -2.1974 3.0419  1.493
50 C 2.6561 -2.4170 3.8989  -1.194
51 C 4.7558 -1.0871 3.6104  -1.549
52 O 3.5024 -1.7042 1.7047  0.654
53 P 2.3093 -2.3358 0.8550  -0.644
54 O 2.2351 -3.8030 0.8921  -0.999
55 O 1.0299 -1.5733 1.2733  -0.326
56 O 2.5806 -1.6977 -0.5905  0.402
57 C 3.7910 -1.8532 -1.3972  1.516
58 C 4.6838 -0.6574 -1.0990  -1.313
59 C 4.5029 -3.1658 -1.1075  -1.466
60 C 3.3029 -1.8168 -2.8350  -1.475
61 H 5.0093 -3.8483 3.8419  0.530
62 H 5.5884 -3.2869 2.2710  0.309
63 H 4.0905 -4.2410 2.3758  0.240
64 H 2.9625 -2.7420 4.8935  0.603
65 H 2.0121 -3.1870 3.4720  0.257
66 H 2.0870 -1.4906 4.0034  0.070
67 H 5.1248 -1.3755 4.5950  0.401
68 H 4.1826 -0.1651 3.7140  0.275
69 H 5.6133 -0.8990 2.9623  0.316
70 H 4.9340 -0.6367 -0.0387  0.092
71 H 4.1743 0.2714 -1.3651  0.213
72 H 5.6087 -0.7215 -1.6738  0.482
73 H 4.8901 -3.1914 -0.0892  0.157
74 H 5.3431 -3.2696 -1.7950  0.501
75 H 3.8301 -4.0131 -1.2368  0.324
76 H 2.7154 -0.9131 -3.0108  0.133
77 H 2.6913 -2.6968 -3.0481  0.270
78 H 4.1493 -1.8116 -3.5216  0.526
79 C 0.4199 3.8460 0.3196  -1.631
80 C 0.2117 3.0608 -0.9606  1.557
81 C 1.3961 2.1897 -1.3392  -0.958
82 C -0.1606 3.9828 -2.1136  -1.854
83 O -0.8650 2.0783 -0.6620  1.082
84 P -2.3989 2.3329 -0.9310  0.209
85 O -2.9662 3.5991 -0.4889  -0.920
86 O -3.0573 1.0720 -0.1944  -0.478
87 O -2.5113 1.9631 -2.4717  0.080
88 C -3.7021 1.9413 -3.3186  1.169
89 C -3.1689 2.2662 -4.7023  -2.141
90 C -4.3407 0.5328 -3.2381  0.378
91 C -4.7161 2.9984 -2.8948  -1.577
92 H 1.2914 4.4958 0.2248  0.491
93 H 0.5788 3.1743 1.1617  0.224
94 H -0.4577 4.4600 0.5246  0.396
95 H 2.2613 2.8145 -1.5640  0.680
96 H 1.1550 1.6030 -2.2292  0.261
97 H 1.6518 1.5139 -0.5204  -0.496
98 H 0.6691 4.6692 -2.2837  0.522
99 H -1.0460 4.5745 -1.8799  0.422
100 H -0.3292 3.4187 -3.0312  0.290
101 H -2.3610 1.5891 -4.9827  0.414
102 H -2.7788 3.2835 -4.7066  0.443
103 H -3.9633 2.2019 -5.4474  0.361
104 H -4.9806 -0.9784 -1.8701  0.616
105 H -4.4652 -1.3928 -4.1369  0.562
106 H -5.3614 0.6698 -3.6062  0.594
107 H -4.2430 3.9771 -2.8387  0.346
108 H -5.1511 2.7920 -1.9171  0.252
109 H -5.5171 3.0357 -3.6334  0.543